Below is C37H53N4O2P2Sn as an isolated structure in a non-equilibrium geometry, with properties calculated with ωB97M-V/def2-TZVPD.

Calculated values
E_HOMO	-8.91	eV
Kohn-Sham gap	5.98	eV
total charge	+1
total energy	-73686.693	eV

Cartesian coordinates (Å):
C 2.1465 1.3198 -2.2232
C -0.1788 1.5576 -2.6476
C 2.4817 1.8685 -3.4607
C 0.1359 2.2712 -3.8344
C 1.4501 2.4422 -4.2120
H 3.5202 1.8620 -3.7944
H -0.7031 2.6239 -4.4311
H 1.6872 2.9809 -5.1267
N 0.8706 1.3264 -1.7888
P 2.7414 1.0119 0.4818
P -2.2875 0.1304 -1.1550
C 3.1597 0.6755 -1.2790
H 3.1546 -0.4226 -1.3825
H 4.1881 0.9937 -1.4891
C -1.4802 1.0413 -2.4105
H -2.2327 1.4136 -3.1059
C -3.1097 -1.2610 -2.2997
C -3.6515 1.1785 -0.1805
C 3.6271 -0.2998 1.4877
C 3.2839 2.8151 0.6591
C -3.0704 -2.5341 -1.4382
H -3.6710 -2.4415 -0.5230
H -3.4566 -3.3919 -2.0088
H -2.0428 -2.7698 -1.1394
C -4.5333 -0.8832 -2.7285
H -5.2477 -0.7669 -1.9069
H -4.5372 0.0392 -3.3256
H -4.9349 -1.6697 -3.3854
C -2.2926 -1.4560 -3.5851
H -2.6701 -2.3445 -4.1161
H -2.3783 -0.5984 -4.2651
H -1.2329 -1.6193 -3.3758
C -4.5047 0.1557 0.5889
H -3.8892 -0.4080 1.3058
H -5.2770 0.6987 1.1546
H -5.0145 -0.5624 -0.0663
C -2.9903 2.1183 0.8435
H -2.3645 1.5692 1.5603
H -2.3823 2.8996 0.3691
H -3.7876 2.6206 1.4173
C -4.4791 2.0351 -1.1405
H -5.0620 1.4485 -1.8570
H -5.1987 2.6145 -0.5434
H -3.8496 2.7473 -1.6893
C 3.3160 3.1683 2.1541
H 3.6458 4.2141 2.2489
H 2.3178 3.0914 2.6092
H 4.0315 2.5479 2.7119
C 2.2527 3.7140 -0.0583
H 2.1740 3.4701 -1.1242
H 1.2527 3.6568 0.3993
H 2.5941 4.7577 0.0192
C 4.6559 3.0531 0.0133
H 4.9731 4.0756 0.2634
H 5.4344 2.3742 0.3792
H 4.6161 2.9858 -1.0805
C 3.3451 -1.7008 0.9072
H 3.8633 -1.8661 -0.0466
H 3.7262 -2.4465 1.6210
H 2.2707 -1.8759 0.7638
C 3.1187 -0.2535 2.9381
H 2.0462 -0.4763 2.9954
H 3.6555 -1.0213 3.5131
H 3.2972 0.7153 3.4201
C 5.1286 -0.0028 1.4162
H 5.4996 -0.0012 0.3826
H 5.3969 0.9459 1.8964
H 5.6652 -0.7980 1.9503
Sn 0.1403 1.0211 0.3733
C -0.0575 3.6838 2.5886
O -1.0020 3.9747 3.1516
N 0.1592 -1.0008 -0.5100
C 0.1323 -1.5615 -1.5757
C 0.6464 -2.7492 -2.2372
C 0.9968 -3.8327 -1.4036
C 0.8774 -2.8442 -3.6285
C 1.4485 -5.0333 -1.9531
H 0.9475 -3.7172 -0.3155
C 1.2823 -4.0615 -4.1885
H 0.7622 -1.9624 -4.2593
C 1.5774 -5.1367 -3.3421
H 1.7044 -5.8758 -1.3021
H 1.3780 -4.1532 -5.2785
H 1.9292 -6.0689 -3.7681
N -3.7106 -2.2844 6.2133
C -2.6977 -1.3579 6.2555
O -2.3080 -0.8601 7.3114
C -2.0473 -1.0443 4.9418
C -2.2240 -1.7951 3.7733
C -1.6149 -1.3720 2.5897
N -0.8273 -0.2760 2.5338
C -0.6007 0.4121 3.6700
C -1.1778 0.0502 4.8812
H -4.2349 -2.3789 7.0732
H -4.2501 -2.4074 5.3758
H -2.8233 -2.6988 3.7458
H -1.7430 -1.9401 1.6610
H 0.0734 1.2758 3.6130
H -0.9501 0.6367 5.7643